No. 1
{"formula": "C18H33Br12N3", "method": "wB97M-V/def2-TZVPD", "elements": ["Br", "C", "C", "Br", "H", "H", "H", "H", "Br", "C", "C", "Br", "H", "H", "H", "H", "Br", "C", "C", "Br", "H", "H", "H", "H", "Br", "C", "C", "Br", "H", "H", "H", "H", "Br", "C", "C", "Br", "H", "H", "H", "H", "Br", "C", "C", "Br", "H", "H", "H", "H", "C", "C", "N", "H", "H", "H", "C", "C", "N", "H", "H", "H", "C", "C", "N", "H", "H", "H"], "positions_angstrom": [[-1.238259, -3.493221, 0.733007], [-0.786532, -5.211377, -0.177472], [-1.078406, -6.383442, 0.818745], [-0.201823, -6.134213, 2.592392], [0.276416, -5.151883, -0.411354], [-1.418182, -5.328863, -1.057995], [-0.661830, -7.332440, 0.481172], [-2.123739, -6.404639, 1.126862], [1.076476, -1.450980, 6.121128], [1.694884, 0.321249, 5.411733], [0.696995, 1.427919, 5.787437], [1.476483, 3.142211, 5.223053], [1.700819, 0.103235, 4.343776], [2.690924, 0.611093, 5.746390], [0.672929, 1.406605, 6.876967], [-0.323017, 1.306131, 5.422960], [5.691754, 0.100192, -1.893887], [3.967068, -0.854210, -1.860813], [3.714347, -1.441362, -0.521991], [2.289020, -2.753456, -0.799559], [4.050486, -1.654921, -2.595667], [3.093673, -0.329726, -2.248363], [3.215950, -0.735575, 0.142509], [4.548860, -1.906757, 0.002515], [-4.084596, -3.648613, -3.043487], [-2.411104, -2.881235, -3.814285], [-1.529613, -2.462045, -2.658192], [-0.095370, -1.289707, -3.356311], [-2.810542, -2.021028, -4.351498], [-1.963146, -3.623668, -4.474760], [-0.947384, -3.330599, -2.350435], [-2.048825, -2.064626, -1.786084], [-5.331394, -1.011912, -0.092730], [-3.806901, -0.400482, 0.916552], [-4.301070, 0.319993, 2.142775], [-2.786607, 1.341714, 2.957346], [-3.222741, 0.244514, 0.260166], [-3.256301, -1.291313, 1.218839], [-4.782731, -0.337044, 2.866936], [-5.032955, 1.060668, 1.820537], [2.569679, 2.312414, -3.353745], [2.001990, 3.597367, -1.922313], [3.263961, 4.376701, -1.481473], [2.649987, 5.813647, -0.227609], [1.536153, 2.968291, -1.163801], [1.304896, 4.308310, -2.365856], [3.785245, 4.852338, -2.312212], [4.012040, 3.762696, -0.979992], [0.801279, 4.148056, 2.166774], [-0.222249, 4.183962, 1.142580], [-1.025991, 4.153301, 0.366378], [0.648179, 3.281547, 2.810065], [0.823606, 5.121350, 2.656979], [1.754709, 3.925831, 1.687515], [-1.539531, 2.054241, -4.508373], [-2.032900, 1.433813, -3.251872], [-2.461639, 0.924609, -2.291584], [-1.418321, 3.136372, -4.459314], [-2.256819, 1.828599, -5.297468], [-0.616066, 1.527658, -4.749247], [-0.048282, 0.212203, -0.050432], [1.036565, 0.531506, 0.945844], [1.833087, 0.769950, 1.767852], [-0.917226, 0.571535, 0.500862], [-0.248978, -0.857944, -0.101495], [0.152608, 0.605460, -1.046979]], "forces_ev_per_a": [[0.0, -0.6, -0.6], [-0.2, -0.6, 1.7], [0.5, 1.2, 0.4], [0.0, -0.1, -0.6], [-0.2, 0.0, -0.1], [0.1, 0.2, 0.1], [-0.4, 0.1, -0.2], [0.1, -0.3, -0.5], [0.4, 1.0, 0.0], [-1.0, -0.1, -0.8], [0.8, -0.9, 0.7], [-0.3, -0.5, 0.5], [0.2, 0.4, 0.1], [-0.1, -0.5, 0.2], [-0.2, 0.5, 0.0], [0.3, 0.1, -0.3], [-0.8, 0.0, 0.0], [0.4, -0.8, -1.1], [-0.9, 0.2, 1.0], [0.1, -0.3, 0.2], [0.6, 0.0, 0.1], [0.4, 0.9, 0.4], [0.4, 0.1, 0.1], [-0.1, -0.1, -0.4], [0.6, -0.1, -0.2], [-1.1, 0.6, 0.5], [0.8, -0.9, -0.5], [-0.4, -0.2, 0.1], [0.3, -0.2, -0.1], [-0.1, 0.2, 0.1], [-0.1, 0.1, 0.3], [0.1, 0.5, -0.4], [-0.2, -0.1, -0.2], [0.4, -0.2, 0.4], [-0.2, 0.8, -0.3], [-0.7, -0.6, -0.2], [-0.1, -0.1, 0.0], [0.1, 0.1, -0.3], [0.4, 0.1, 0.1], [0.2, 0.2, 0.3], [-0.3, 0.5, 0.5], [1.1, 0.3, -0.4], [-0.6, -0.3, 0.2], [0.5, -0.6, -0.7], [0.1, 0.4, 0.0], [-0.1, -0.4, 0.0], [-0.4, 0.2, 0.0], [-0.3, 0.0, 0.3], [0.2, -0.4, -0.5], [2.7, -0.2, 2.7], [-3.0, 0.0, -3.1], [-0.3, 0.5, 0.2], [0.2, -0.3, 0.3], [0.1, 0.3, 0.0], [-0.3, -0.8, 0.4], [-1.0, -0.3, 1.5], [1.0, 1.1, -2.0], [0.1, -0.2, 0.3], [0.0, 0.0, 0.0], [0.2, 0.3, -0.1], [0.6, 0.0, 1.7], [0.9, -0.2, 0.5], [-1.6, -0.4, -1.7], [-0.4, 0.7, -0.8], [0.6, -0.1, -0.1], [-0.3, 0.2, 0.3]], "relative_energy_kcal_mol": 0.00, "multiplicity": 1, "energy_ev": -864180.748, "e_homo_ev": -10.06, "smiles": "BrCCBr.BrCCBr.BrCCBr.BrCCBr.BrCCBr.BrCCBr.CC#N.CC#N.CC#N", "e_lumo_ev": 0.129, "gap_ev": 10.1867}


No. 2
{"formula": "C6H7O5PS2", "method": "wB97M-V/def2-TZVPD", "elements": ["C", "C", "C", "C", "C", "C", "O", "O", "O", "O", "O", "P", "S", "S", "H", "H", "H", "H", "H", "H", "H"], "positions_angstrom": [[0.168632, 2.602770, -1.282237], [0.150570, 1.415671, -1.866486], [0.999108, 2.878709, 0.041060], [-3.195704, 1.443345, 0.589220], [1.294244, -0.647229, 1.337988], [-0.521975, -1.096041, -2.852842], [1.681044, 1.892470, 0.384254], [0.907058, 3.923080, 0.709049], [-2.489187, 1.223930, 1.493394], [0.567975, -0.770954, 0.053126], [0.757301, -1.150240, -2.374433], [1.209099, 0.031582, -1.235346], [-4.143661, 1.745594, -0.621052], [3.166567, -0.346220, -1.345239], [-0.548986, 3.430932, -1.599583], [0.885921, 0.121612, 1.955323], [2.326585, -0.514447, 1.269551], [1.076609, -1.524731, 1.778578], [-0.921291, -0.151209, -2.534376], [-1.143604, -2.105628, -2.566680], [-0.547020, -1.162290, -3.968046]], "forces_ev_per_a": [[-0.1, 1.2, 1.5], [0.4, -0.9, -0.3], [-0.4, -0.7, -0.4], [1.5, -0.3, 1.5], [-1.9, 1.6, -2.0], [-1.8, -3.0, -0.9], [0.5, -0.8, 0.1], [-0.6, 1.1, -0.4], [-1.4, 0.4, -1.6], [1.0, 1.0, 1.0], [0.8, 0.4, 0.7], [-0.1, 0.1, -0.8], [0.0, 0.0, 0.1], [0.2, 0.5, 0.0], [1.0, -0.9, 0.3], [-0.4, 0.9, 0.0], [1.6, 0.3, -0.7], [-0.5, -3.3, 1.7], [-1.2, 0.2, -0.1], [1.0, 2.2, -0.1], [0.2, 0.3, 0.4]], "relative_energy_kcal_mol": 3.23, "multiplicity": 1, "energy_ev": -47531.037, "e_homo_ev": 0.36, "charge": -2, "e_lumo_ev": 4.390, "gap_ev": 4.0273}


No. 3
{"formula": "C4H9OS", "method": "wB97M-V/def2-TZVPD", "elements": ["O", "C", "C", "C", "C", "S", "H", "H", "H", "H", "H", "H", "H", "H", "H"], "positions_angstrom": [[-2.926409, 0.849993, -0.669328], [-1.947648, -0.031354, -0.560267], [-0.554343, 0.603571, -0.223524], [0.613420, -0.347833, -0.479136], [1.433072, -0.672210, 0.752720], [2.318560, 0.773899, 1.465106], [-1.772802, -0.654047, -1.485337], [-2.099531, -0.828785, 0.235331], [-0.531143, 1.477396, -0.883032], [-0.560374, 0.938490, 0.811554], [0.198027, -1.309020, -0.818156], [1.326995, -0.051171, -1.255280], [2.232484, -1.386622, 0.581622], [0.787974, -1.068554, 1.539077], [1.481717, 1.706247, 0.988650]], "forces_ev_per_a": [[-0.2, 0.1, 0.1], [0.0, -0.2, 0.2], [-0.1, 0.0, -0.8], [0.3, -0.6, 0.0], [0.0, 0.3, 0.7], [0.0, 0.0, -0.2], [0.1, 0.0, -0.1], [0.0, 0.0, 0.0], [0.2, 0.1, 0.2], [-0.1, 0.2, 0.1], [0.0, 0.0, 0.0], [-0.3, 0.3, -0.1], [0.0, -0.2, -0.2], [0.0, 0.0, 0.0], [0.0, 0.0, 0.1]], "relative_energy_kcal_mol": 29.04, "multiplicity": 1, "energy_ev": -17176.122, "e_homo_ev": -2.35, "smiles": "[O-]CCCCS", "charge": -1, "e_lumo_ev": 3.175, "gap_ev": 5.5205}


No. 4
{"formula": "C16H21Br3FO7Pb", "method": "wB97M-V/def2-TZVPD", "elements": ["Pb", "C", "O", "H", "H", "H", "C", "C", "C", "O", "C", "O", "O", "H", "H", "H", "H", "H", "H", "C", "C", "C", "O", "C", "O", "O", "H", "H", "H", "H", "H", "H", "F", "C", "C", "C", "C", "C", "C", "H", "H", "H", "H", "H", "C", "Br", "Br", "Br", "H"], "positions_angstrom": [[-1.051730, -14.715093, -16.776601], [-2.606318, -13.820787, -20.160090], [-1.810308, -13.782595, -19.027003], [-3.634775, -13.971019, -19.831750], [-2.598224, -12.829923, -20.614205], [-2.296784, -14.489000, -20.963691], [-6.288262, -14.991455, -21.149637], [-6.087185, -16.231767, -20.263550], [-5.433727, -15.906846, -18.887988], [-6.248914, -16.624136, -17.920380], [-7.358318, -16.943757, -18.483888], [-8.317802, -17.406520, -17.827056], [-7.362747, -16.677998, -19.840495], [-7.077918, -15.087807, -21.894785], [-5.343654, -14.994092, -21.693523], [-6.331343, -14.034925, -20.628785], [-5.535987, -16.992968, -20.815700], [-5.441941, -14.837672, -18.676083], [-4.358348, -16.060820, -18.798801], [1.431538, -9.482627, -18.504011], [0.890977, -9.876199, -19.887390], [-0.483445, -10.539761, -19.847508], [-1.261062, -9.698887, -20.734618], [-0.568379, -8.627260, -21.085146], [-0.950200, -7.594013, -21.715210], [0.612816, -8.662740, -20.371136], [0.604823, -9.258596, -17.829873], [2.157137, -8.682483, -18.650177], [1.947331, -10.356582, -18.106197], [1.580326, -10.409096, -20.542308], [-0.952539, -10.381348, -18.876448], [-0.445623, -11.626338, -19.925156], [5.018135, -14.918601, -21.851550], [3.707406, -15.358290, -22.015312], [2.630505, -14.710484, -21.533253], [1.354450, -15.210537, -21.664991], [1.165098, -16.448994, -22.139936], [2.207682, -17.159549, -22.732954], [3.495823, -16.627793, -22.629281], [2.813111, -13.691715, -21.224779], [0.668926, -14.539812, -21.168414], [0.202088, -16.909608, -21.976111], [2.019679, -18.096386, -23.236324], [4.299228, -17.263453, -22.971154], [-4.181767, -11.119953, -17.840215], [-3.393984, -11.624863, -16.027750], [-3.494484, -9.269562, -18.078483], [-6.185254, -11.277142, -17.798529], [-3.761064, -11.770835, -18.606680]], "forces_ev_per_a": [[-1.6, 1.7, -3.4], [-0.7, 0.5, 0.0], [2.1, -1.2, 3.6], [-0.3, -0.4, -0.5], [0.1, 0.4, -0.1], [0.0, -0.5, 0.3], [1.5, -0.6, -0.2], [-0.5, 1.5, 0.8], [0.2, 0.6, -0.3], [3.5, 1.3, 0.0], [-5.9, -2.2, 0.9], [3.2, 1.6, -2.9], [-0.5, -1.0, 1.4], [-0.1, -0.2, 0.3], [0.1, 0.5, -0.5], [-0.4, -0.2, 0.2], [-0.3, -0.3, 0.1], [-0.9, 0.2, 0.1], [-0.1, -1.2, 0.1], [0.7, -2.1, -0.3], [0.1, -1.2, 2.3], [0.1, 0.7, 1.3], [-0.7, -1.8, -1.1], [-0.3, 5.4, -0.8], [1.5, -5.3, 2.5], [-1.3, 3.7, -3.6], [0.2, 0.4, -0.2], [-0.2, 0.0, 0.3], [0.3, 0.0, 0.4], [0.3, -0.1, 0.1], [0.1, 0.1, 0.2], [-0.5, 0.1, -1.3], [-2.0, -0.3, -0.2], [1.7, -2.8, -0.8], [1.0, 2.2, -0.4], [0.7, 1.7, 1.7], [-1.3, -1.6, -0.5], [0.7, 1.0, 0.6], [0.0, 0.2, 0.1], [-0.2, 0.1, 0.5], [-1.0, -0.5, -0.3], [-0.2, -0.1, -0.6], [0.2, -0.1, 0.2], [0.4, 0.4, -0.1], [-0.3, 1.1, 1.0], [-0.3, -0.5, -1.0], [-0.9, -1.1, -0.2], [1.9, 0.1, -0.1], [-0.1, 0.1, 0.3]], "relative_energy_kcal_mol": 57.29, "multiplicity": 1, "energy_ev": -249345.021, "e_homo_ev": -11.85, "charge": 1, "e_lumo_ev": -7.409, "gap_ev": 4.4392}